(1)
Below is a molecular structure, CH6F2FeO6 in a non-equilibrium geometry, with properties calculated with ωB97M-V/def2-TZVPD.

XYZ file:
```
16
CH6F2FeO6 | the Open Molecules 2025 dataset | ωB97M-V/def2-TZVPD
Fe -0.3315 0.2674 -0.5131
F -0.9107 -0.7519 -2.2332
F 0.1605 2.1085 -1.3876
C 2.9172 -0.3293 -0.5733
O 1.6021 -0.4400 -0.4271
O 3.6507 -1.3145 -0.1855
O 3.4140 0.7723 -1.0049
O -2.4620 0.6978 -0.3838
H -2.9143 -0.1560 -0.4080
H -3.1403 1.3491 -0.1791
O -0.7812 -1.5463 0.4915
H -0.2913 -2.2169 -0.0170
H -1.0069 -1.9616 1.3295
O -0.1421 1.0662 1.5005
H -0.5246 1.0468 2.3823
H 0.7604 1.4083 1.6088
```

Results
- Charge: -2
- Kohn-Sham gap (spin up / spin down): 3.2 / 3.1 eV
- ⟨S²⟩: 6.01
- E_HOMO (spin up / spin down): 0.058 / 0.059 Ha
- LUMO level (spin up / spin down): 0.1740 / 0.1741 hartree
- Energy relative to the best compared isomer or geometry (same formula, charge and spin): 34.8 kcal/mol
- F_max: 4.170 eV/Å
- Spin multiplicity: 5
- Molar mass: 207.89 g/mol



(2)
Below is 2 unconnected molecules or ions with the total composition CH6FN4 in a non-equilibrium geometry, with properties calculated with ωB97M-V/def2-TZVPD.

XYZ file:
```
12
CH6FN4 | the Open Molecules 2025 dataset | ωB97M-V/def2-TZVPD
C 0.4418 1.2424 0.5085
N 2.7549 -0.4063 0.2181
N 1.5995 -0.3803 -0.1299
N -0.7708 0.6243 0.4936
N -1.2440 -0.0361 -0.6631
F 0.5345 2.0522 -0.5603
H 0.8295 1.5636 1.5255
H 3.3146 -1.0826 -0.1665
H -1.4207 0.5325 1.2530
H -2.1987 -0.3538 -0.7881
H -0.6159 -0.8186 -1.0125
H -0.9845 0.5832 -1.3581
```

Results
- Charge: +1
- Kohn-Sham gap (spin up / spin down): 8.0 / 8.0 eV
- E_HOMO (spin up / spin down): -0.445 / -0.444 Ha
- LUMO level (spin up / spin down): -0.1496 / -0.1497 hartree
- Energy relative to the best compared isomer or geometry (same formula, charge and spin): 60.2 kcal/mol
- F_max: 5.401 eV/Å
- Molar mass: 93.08 g/mol



(3)
Below is 2 unconnected molecules or ions with the total composition CH6IN3 in a non-equilibrium geometry, with properties calculated with ωB97M-V/def2-TZVPD.

XYZ file:
```
11
CH6IN3 | the Open Molecules 2025 dataset | ωB97M-V/def2-TZVPD
C -1.6259 -0.8179 0.3038
N -0.3348 -0.7346 0.9704
N 0.5126 -1.5068 0.4080
N 1.5786 1.6600 -1.1982
I 2.1937 2.6457 0.5946
H -2.2414 -0.1107 0.6826
H -1.6521 -0.5594 -0.7891
H -1.8605 -1.8327 0.2522
H 0.5600 2.0356 -1.2995
H 1.3874 -1.4955 1.0190
H 1.4825 0.7165 -0.9437
```

Results
- Charge: 0
- Kohn-Sham gap (spin up / spin down): 7.3 / 7.3 eV
- ⟨S²⟩: 2.01
- E_HOMO (spin up / spin down): -0.276 / -0.337 Ha
- LUMO level (spin up / spin down): -0.0096 / -0.0696 hartree
- F_max: 3.862 eV/Å
- Spin multiplicity: 3
- Molar mass: 186.98 g/mol



(4)
Below is 2 unconnected molecules or ions with the total composition CH6N2 in a non-equilibrium geometry, with properties calculated with ωB97M-V/def2-TZVPD.

XYZ file:
```
9
CH6N2 | the Open Molecules 2025 dataset | ωB97M-V/def2-TZVPD
H -1.8995 0.8658 -1.2974
N -0.9531 0.6439 -1.0072
N -0.3160 1.7286 -1.1691
H -0.8548 2.3439 -1.7853
C 0.7800 -1.1367 1.0846
H 1.7478 -0.8602 0.6261
H 1.0347 -1.9952 1.6574
H 0.0397 -1.3272 0.2532
H 0.4213 -0.2628 1.6377
```

Results
- Charge: 0
- Kohn-Sham gap: 10.4 eV
- E_HOMO: -0.368 Ha
- LUMO level: 0.0153 hartree
- Energy relative to the best compared isomer or geometry (same formula, charge and spin): 49.4 kcal/mol
- F_max: 2.833 eV/Å
- Molar mass: 46.07 g/mol



(5)
Below is 2 unconnected molecules or ions with the total composition CH6N2O, with properties calculated with ωB97M-V/def2-TZVPD.

XYZ file:
```
10
CH6N2O | the Open Molecules 2025 dataset | ωB97M-V/def2-TZVPD
N 0.3030 -0.6502 -1.0825
C 0.9658 -0.2825 0.0476
N 1.6247 -1.1095 0.7556
H -0.3882 -0.0055 -1.4300
H 0.1850 -1.6418 -1.1977
H 0.8460 0.7701 0.2919
H 1.9904 -0.6354 1.5755
H -2.2196 0.7208 0.6821
H -2.9212 2.0803 0.4247
O -2.0900 1.5923 0.2586
```

Results
- Charge: -1
- Kohn-Sham gap (spin up / spin down): 3.5 / 10.2 eV
- ⟨S²⟩: 0.75
- E_HOMO (spin up / spin down): 0.038 / -0.216 Ha
- LUMO level (spin up / spin down): 0.1674 / 0.1602 hartree
- Energy relative to the best compared isomer or geometry (same formula, charge and spin): 0.0 kcal/mol
- F_max: 0.603 eV/Å
- Spin multiplicity: 2
- Molar mass: 62.07 g/mol



(6)
Below is 2 unconnected molecules or ions with the total composition CH6N2O in a non-equilibrium geometry, with properties calculated with ωB97M-V/def2-TZVPD.

XYZ file:
```
10
CH6N2O | the Open Molecules 2025 dataset | ωB97M-V/def2-TZVPD
C 1.4225 0.4809 0.1068
N -2.0812 0.0260 0.1645
N 0.1940 -0.2488 0.1919
O -0.8369 0.5191 -0.2498
H 2.2450 -0.2247 0.1631
H 1.5019 1.0903 -0.7985
H 1.4596 1.1476 0.9755
H -1.9532 -0.4484 1.0594
H -2.3889 -0.6702 -0.5172
H 0.4373 -1.6717 -1.0958
```

Results
- Charge: 0
- Kohn-Sham gap (spin up / spin down): 8.8 / 9.4 eV
- E_HOMO (spin up / spin down): -0.325 / -0.339 Ha
- LUMO level (spin up / spin down): -0.0023 / 0.0069 hartree
- Energy relative to the best compared isomer or geometry (same formula, charge and spin): 164.8 kcal/mol
- F_max: 2.406 eV/Å
- Molar mass: 62.07 g/mol



Number 3 is which compound? CH6IN3



Which formula does entry 1 have? CH6F2FeO6



The lowest F_max belongs to which entry? number 5



Among the records above, which one has the highest molar mass? CH6F2FeO6